No. 1
The following is a quantum chemistry calculation of a cluster of 22 separate species, C16H61ClN6O27P3S in total, from OMol25.

CARTESIAN COORDINATES (ANGSTROEM)
C1 1.48977 0.56878 5.11800
C2 0.86991 0.23562 4.13316
C3 0.15462 0.09332 2.76904
C4 -1.41591 0.18779 3.16899
O1 -1.43928 -0.64219 4.39455
C5 -2.05552 -0.08792 5.42851
N1 -2.47310 0.50848 6.32836
P1 -2.54610 -0.84108 1.98374
O2 -1.69806 -2.16954 1.48431
Cl1 -4.14010 -1.65364 3.11093
C6 -1.96252 1.63125 3.32376
S1 -3.82758 1.72502 3.31375
C7 -1.57114 2.34544 1.93057
O3 -2.16525 3.66535 1.86928
C8 -3.02895 3.75186 0.83001
N2 -3.89433 3.46972 0.11386
C9 -0.00467 2.35095 1.64074
C10 0.52258 3.26446 2.87142
C11 1.43037 4.50416 2.49406
N3 2.68248 4.52556 2.73593
P2 0.51790 3.45627 0.16670
O4 0.78524 2.77511 -1.31634
O5 -0.41395 4.79391 -0.08992
N4 0.61194 0.95404 1.65546
C12 0.32854 0.13078 0.39634
C13 1.22966 -1.00181 0.16759
C14 1.03176 -1.82722 -1.03155
C15 -0.09818 -1.34488 -1.79321
C16 -0.95799 -0.24703 -1.46193
N5 -0.70678 0.47353 -0.35195
P3 2.45757 1.34393 1.70056
N6 3.16505 1.42786 0.15071
O6 3.27420 0.02627 2.36833
H1 2.22070 0.65685 5.93414
H2 0.26140 -1.01097 2.58813
H3 -2.25350 -2.97932 1.59929
H4 -1.56456 2.22260 4.17604
H5 -4.06329 2.17107 4.59462
H6 -2.17298 1.77169 1.18787
H7 -0.33322 3.73573 3.42892
H8 1.09626 2.74072 3.65560
H9 1.03229 5.46772 2.08938
H10 2.97965 3.63768 3.15210
H11 1.50757 3.25784 -1.75975
H12 -0.69742 5.27149 0.70672
H13 2.05137 -1.30916 0.83834
H14 1.65816 -2.69195 -1.30675
H15 -0.33218 -1.91697 -2.72040
H16 -1.80772 -0.00487 -2.13698
H17 2.66438 1.03495 -0.64598
H18 3.32448 2.42532 -0.03959
H19 4.22961 0.22754 2.26286
O7 -2.27464 -2.23609 -4.32478
H20 -3.11153 -2.57124 -3.99434
H21 -1.82242 -3.02209 -4.64826
O8 4.32602 7.19678 4.18191
H22 3.87967 6.50695 3.67003
H23 5.17219 6.80216 4.41984
O9 -2.72066 -5.23027 1.65529
H24 -2.20742 -5.73577 2.29435
H25 -3.12939 -5.90121 1.09707
O10 -2.51861 -4.56336 -3.29250
H26 -3.38320 -4.82849 -3.63613
H27 -2.63483 -4.57074 -2.33604
O11 1.94475 5.47730 5.65425
H28 1.48255 6.12382 6.20131
H29 2.71133 5.95736 5.31891
O12 0.96621 -4.91093 -2.33923
H30 1.76898 -5.43475 -2.23769
H31 0.53680 -5.28659 -3.12083
O13 1.48664 8.27302 3.46989
H32 1.03337 7.59258 2.96369
H33 2.33264 7.87008 3.70268
O14 -1.09812 -6.65618 -0.55765
H34 -0.59248 -5.89764 -0.88354
H35 -0.49812 -7.08989 0.05825
O15 0.39138 -4.65893 -5.44420
H36 0.57528 -5.51842 -5.83818
H37 0.49295 -4.03721 -6.18136
O16 5.88749 -1.22732 1.82950
H38 5.38372 -1.89997 1.35823
H39 6.71408 -1.66869 2.05480
O17 1.20365 -3.61446 -8.04403
H40 1.87157 -4.29016 -8.20528
H41 1.60119 -2.80884 -8.38859
O18 2.61943 6.26508 8.31978
H42 2.66423 5.34040 8.59829
H43 3.53861 6.52109 8.19313
O19 2.49441 3.26747 8.38834
H44 3.26848 2.69876 8.45441
H45 2.06591 2.98495 7.57466
O20 -1.83978 -2.90805 -9.06355
H46 -2.29283 -3.61310 -9.53884
H47 -0.98304 -3.28708 -8.83419
O21 -5.38240 -4.83492 -3.36238
H48 -6.23624 -5.10633 -3.71993
H49 -5.51406 -4.84422 -2.40728
O22 -2.97083 -0.14698 -7.94758
H50 -3.80972 -0.47357 -7.60263
H51 -2.53953 -0.93594 -8.30277
O23 -3.40146 -7.09197 -5.26809
H52 -3.88092 -6.43205 -4.75659
H53 -2.65360 -6.60707 -5.63442
O24 1.81452 0.55166 8.45560
H54 0.94242 0.37744 8.08212
H55 1.68505 0.45454 9.40565
O25 3.15729 -1.86977 -7.22413
H56 3.48809 -1.72334 -6.33113
H57 2.73228 -1.03474 -7.45361
O26 1.31010 0.70596 -3.30694
H58 1.13764 1.51487 -2.81156
H59 1.02657 0.91387 -4.20507
O27 -4.80668 -0.91788 -10.48946
H60 -4.81505 -0.10370 -11.00354
H61 -4.26666 -0.70288 -9.71879

Forces on the atoms, in the same order (eV/Å):
C 0.49 -0.75 -0.24
C 0.32 1.54 -1.26
C -1.05 -1.59 4.24
C 0.36 -0.94 0.37
O -0.93 0.97 1.22
C 0.97 0.17 -0.55
N 0.09 -0.61 -0.47
P -1.54 0.52 -2.04
O -0.52 0.26 1.36
Cl 1.33 0.03 -0.08
C -0.09 0.96 -1.35
S 0.34 0.18 0.87
C -1.07 -2.52 0.02
O 0.05 0.76 -1.40
C 0.20 -1.47 1.79
N 0.70 0.86 -0.05
C -3.05 1.26 1.58
C 0.25 1.66 0.01
C 1.05 -0.47 0.17
N -0.79 0.28 0.33
P 4.54 2.19 0.04
O -1.65 -0.26 -0.19
O -0.91 -1.59 -0.19
N -0.71 -1.27 -1.69
C 1.05 -2.21 -1.26
C -0.98 -0.46 -1.58
C -2.29 3.75 1.73
C 0.25 -1.27 -0.67
C 1.70 -1.54 0.17
N 0.54 0.00 0.25
P 3.90 1.18 1.31
N -1.25 0.03 0.25
O -1.60 0.70 -1.06
H -0.94 0.04 -0.57
H 0.28 1.18 -0.74
H 0.56 0.16 -0.07
H -0.14 -0.81 -0.38
H 0.48 -0.40 -0.72
H 1.08 0.08 0.22
H 0.49 -0.62 -0.78
H -0.40 -0.13 -0.69
H -0.15 -1.00 0.31
H 0.00 0.17 -0.15
H -0.36 0.14 0.59
H 0.09 -0.26 -0.16
H -0.61 0.64 -0.12
H -0.60 0.65 0.16
H -0.01 0.67 0.75
H 0.73 -0.02 0.82
H 0.36 -0.35 0.01
H -0.14 -0.38 0.17
H -0.23 -0.41 -0.10
O 0.16 0.92 -0.43
H 0.14 -0.09 0.04
H -0.05 -0.06 0.19
O -0.29 -0.35 0.04
H 0.22 -0.16 -0.28
H -0.01 0.13 0.01
O -0.07 0.22 0.20
H -0.02 0.06 -0.03
H 0.17 0.08 -0.12
O -0.12 -0.59 0.24
H 0.00 0.01 0.23
H 0.10 -0.09 -0.05
O -0.28 -0.17 -0.53
H 0.25 -0.08 0.24
H -0.02 0.06 0.20
O 0.01 -0.22 0.22
H -0.05 0.02 -0.02
H -0.05 0.34 -0.12
O 0.03 -0.21 -0.08
H -0.04 0.09 0.06
H 0.00 0.30 0.09
O 0.10 0.11 0.05
H 0.02 -0.09 -0.11
H -0.06 -0.04 -0.07
O -0.10 -0.10 0.06
H -0.06 0.06 -0.01
H 0.16 -0.04 -0.03
O -0.09 -0.08 -0.06
H 0.00 0.06 0.02
H 0.00 0.15 0.06
O -0.51 -0.32 -0.32
H -0.01 0.06 0.00
H 0.13 -0.03 0.25
O 0.13 0.18 0.23
H -0.10 -0.16 -0.18
H -0.09 0.06 0.02
O 0.28 0.35 0.01
H -0.13 -0.05 0.09
H -0.07 0.12 0.07
O 0.03 -0.07 0.06
H -0.09 0.17 -0.03
H 0.13 0.02 0.07
O -0.13 -0.08 0.07
H 0.09 0.02 -0.11
H 0.02 0.00 -0.05
O -0.23 -0.11 -0.27
H 0.13 0.04 0.20
H 0.12 -0.17 0.06
O 0.03 0.13 -0.07
H -0.08 -0.15 0.01
H -0.02 -0.05 0.05
O -0.19 -0.38 -0.21
H 0.00 -0.01 0.10
H 0.08 0.11 -0.03
O 0.07 0.43 0.03
H 0.00 -0.12 -0.04
H 0.15 0.03 0.03
O 0.25 0.22 -0.21
H -0.29 -0.17 0.02
H 0.00 -0.10 0.03
O 0.00 0.02 0.06
H -0.02 -0.07 0.01
H 0.08 0.12 -0.10

Lowest unoccupied orbital energy = -2.69 eV
Orbital gap = 8.20 eV
Max |F| = 5.0 eV/A
Net charge = +1
ΔE to the lowest compared entry with this formula, charge and spin = 79.76 kcal per mole


No. 2
The following is a quantum chemistry calculation of a cluster of 15 separate species, C16H62N10O15 in total, from OMol25.

CARTESIAN COORDINATES (ANGSTROEM)
C1 0.18350 0.51865 -0.39428
C2 0.74531 -0.79058 -0.87901
O1 -0.40373 -1.53176 -1.01349
H1 -0.82997 0.71208 -0.76332
H2 0.91958 1.31577 -0.34520
H3 0.19174 0.40212 0.67673
H4 1.40124 -1.37068 -0.25310
H5 1.09428 -0.59636 -1.89916
H6 -0.20712 -2.40005 -1.45531
C3 -2.53041 -1.26357 2.15305
O2 -3.69371 -1.38770 1.35607
N1 -2.57949 -0.93792 3.41635
N2 -1.36330 -1.23669 1.66528
H7 -3.48783 -1.00727 3.87117
H8 -1.78288 -0.96937 4.10144
H9 -1.12062 -1.44504 0.63495
H10 -0.58266 -1.08729 2.23963
C4 1.87419 -1.32952 2.64460
O3 2.79181 -0.85527 1.75911
N3 1.94338 -2.52276 2.96577
N4 0.86930 -0.69177 3.09553
H11 2.71107 -3.04449 2.44039
H12 1.82017 -2.91991 3.89664
H13 0.85112 0.33973 2.94518
H14 0.51341 -1.02684 3.95297
C5 0.21518 2.41130 4.23453
O4 1.31929 2.95501 4.85366
N5 0.15030 2.06149 3.03282
N6 -0.96404 2.22031 4.80719
H15 0.93036 2.35274 2.38942
H16 -0.74531 1.88008 2.59069
H17 -1.78714 1.91570 4.30262
H18 -0.92281 2.55415 5.72509
C6 -2.90635 2.28603 2.16368
O5 -3.47821 3.47596 1.80367
N7 -3.27379 1.61435 3.19910
N8 -2.03694 1.66642 1.39877
H19 -3.82319 2.09883 3.98744
H20 -3.01065 0.58974 3.38006
H21 -1.59175 2.21524 0.62512
H22 -1.74788 0.67069 1.56228
C7 0.82371 -2.93296 -3.33168
O6 1.74755 -2.05745 -3.69893
N9 0.99818 -3.64659 -2.22919
N10 -0.30390 -3.07559 -3.93849
H23 1.86910 -3.53488 -1.75374
H24 0.28927 -4.32532 -1.83960
H25 -0.40824 -2.57219 -4.82648
H26 -0.91356 -3.95883 -3.86397
C8 -3.42126 0.28656 -1.22736
O7 -4.10276 1.00551 -0.21624
H27 -2.74039 -0.43106 -0.77121
H28 -2.65908 0.91028 -1.80094
H29 -4.06727 -0.36215 -1.78944
H30 -3.37857 1.36379 0.37202
C9 2.12177 4.27387 -2.51835
O8 1.84748 3.15745 -1.70929
H31 2.63849 3.94707 -3.42032
H32 2.79316 4.98532 -1.96164
H33 1.24822 4.75570 -2.94670
H34 2.27637 2.30725 -2.12850
C10 -1.83217 -4.27108 -0.77957
O9 -0.68462 -5.01172 -0.53209
H35 -1.93064 -3.38323 -0.11498
H36 -2.69499 -4.86021 -0.57211
H37 -1.96781 -3.96771 -1.80522
H38 -0.52055 -4.80986 0.41642
C11 -3.62626 -2.84519 -3.38187
O10 -2.62738 -1.84704 -3.33091
H39 -3.37772 -3.61906 -4.04559
H40 -4.62696 -2.44102 -3.66394
H41 -3.79504 -3.43137 -2.49374
H42 -1.70572 -2.10833 -3.49245
C12 2.67448 3.43023 1.38752
O11 2.62299 2.09195 1.82532
H43 2.14953 3.51701 0.41039
H44 3.66094 3.72049 1.23495
H45 2.21665 4.07235 2.18117
H46 3.45170 1.94810 2.23636
C13 3.65905 -2.88317 -0.67513
O12 3.63764 -3.93781 -1.68503
H47 4.52976 -3.04851 -0.05186
H48 2.81740 -2.90758 -0.05534
H49 3.56523 -1.89145 -1.14287
H50 3.22555 -4.71832 -1.23232
C14 -0.26053 0.61515 -3.85264
O13 -0.67668 1.76679 -3.13672
H51 -0.61003 0.66487 -4.88826
H52 -0.77798 -0.19648 -3.30042
H53 0.75556 0.48381 -3.90843
H54 -0.43432 1.78541 -2.20391
C15 4.28187 0.91539 -0.47551
O14 4.78599 0.26657 0.68968
H55 4.63021 0.38908 -1.38171
H56 4.59633 1.91965 -0.46494
H57 3.28265 0.77563 -0.40564
H58 3.96783 -0.19203 1.04503
C16 -0.79360 4.49677 0.35447
O15 -0.93767 3.36277 -0.40546
H59 -1.78668 4.94188 0.34407
H60 -0.15549 5.24138 -0.17330
H61 -0.49502 4.37333 1.41053
H62 -0.50715 3.65518 -1.15203

Forces on the atoms, in the same order (eV/Å):
C 1.68 0.06 2.17
C -0.16 1.36 -1.97
O -2.40 -2.94 -0.49
H 0.63 0.04 -0.03
H -0.13 0.52 -1.18
H -0.92 -0.04 0.77
H 0.92 0.74 0.34
H 0.94 -0.45 0.28
H -0.08 1.21 0.78
C -8.64 -1.42 -6.21
O 6.11 0.19 4.95
N -0.63 -0.14 5.69
N 3.06 -1.34 -4.87
H 0.22 -0.44 -0.27
H -1.09 -0.18 -1.41
H -0.86 0.32 1.43
H 1.09 0.09 0.70
C 6.47 5.57 -6.72
O -4.91 -2.01 3.60
N 3.31 -9.78 1.03
N -1.98 4.59 0.98
H -1.34 1.10 1.17
H -0.49 0.49 -0.40
H 0.01 -0.51 0.49
H -0.52 -0.11 1.01
C 5.03 4.06 6.16
O -5.34 -2.80 -2.74
N 2.46 -0.86 -7.32
N -0.01 -0.23 2.00
H -0.88 -0.71 1.04
H 0.41 0.33 0.02
H 0.11 0.43 0.33
H -0.90 0.32 1.58
C -4.18 7.47 -3.07
O 3.33 -5.32 2.04
N -2.36 -1.42 6.01
N 2.60 -1.10 -2.00
H 0.83 -0.89 -2.36
H -0.41 2.35 -0.76
H -0.56 -0.72 0.50
H -0.50 1.61 -0.54
C 7.15 3.87 -0.03
O -3.81 -3.16 0.99
N -1.69 -1.74 1.29
N -4.81 -1.85 -3.42
H 0.40 -0.07 -0.29
H 1.35 0.92 -0.59
H 0.27 -0.44 0.50
H 1.66 1.89 -0.08
C 2.02 0.36 0.83
O 0.69 0.55 -0.10
H 0.01 -0.44 0.34
H -1.61 -0.35 -0.15
H -0.50 0.46 -0.62
H -1.74 -0.67 -1.39
C 1.50 0.37 -0.59
O 0.70 -2.82 -0.91
H 0.40 0.13 0.00
H -0.81 -0.44 -0.56
H -0.50 0.16 0.61
H -1.35 2.64 1.23
C -1.87 1.28 0.67
O 1.11 -0.13 1.59
H 0.18 -0.37 -0.68
H -0.88 -0.64 0.22
H 0.62 0.21 -0.38
H 0.36 -0.66 -1.01
C -0.41 0.64 0.05
O -1.01 0.71 0.34
H 0.34 -1.01 -1.73
H 0.98 0.08 0.06
H 0.04 0.38 1.16
H -0.80 -0.47 0.27
C -2.32 0.65 0.06
O -0.88 -0.11 -0.84
H 0.18 0.00 0.83
H 1.85 0.70 -0.26
H 0.28 -0.11 -0.71
H 1.14 -0.86 0.79
C 1.13 -0.29 -1.21
O -0.67 -0.37 1.38
H 0.30 0.62 0.01
H -1.54 -0.43 1.14
H 0.74 -0.49 -0.13
H 0.93 0.79 -0.73
C -3.07 -0.24 1.22
O -0.06 1.47 -0.73
H -0.34 0.21 0.30
H 0.62 -0.27 -0.84
H 2.63 -0.36 0.21
H 0.31 -0.54 -0.43
C 2.90 -1.88 0.11
O -0.63 -0.41 0.16
H 0.11 0.35 0.08
H 0.16 1.39 -0.27
H -3.51 0.37 -0.33
H 1.70 0.62 -0.06
C -1.01 3.11 1.08
O -0.39 -2.02 1.37
H -0.06 0.46 0.66
H 0.08 -0.53 0.63
H 0.13 -0.31 -0.58
H 1.40 -0.31 -3.27

Lowest unoccupied orbital energy = -0.78 eV
Orbital gap = 7.58 eV
Max |F| = 10.9 eV/A
Net charge = 0
ΔE to the lowest compared entry with this formula, charge and spin = 127.34 kcal per mole